(1)
C23H26BCl2F6N6O6S4Tm as an isolated structure. Source: OMol25; level of theory: the ωB97M-V functional and the def2-TZVPD basis.

Values from the calculation:
multiplicity: 3
HOMO-LUMO gap (spin up / spin down): 7.17 / 7.17 eV
E_tot: -5894.67316 Ha
E_LUMO (spin up / spin down): -0.63 / -0.63 eV
relative energy (zero: lowest compared OMol25 entry of this formula, charge and spin): 3.99 kcal per mole
⟨S²⟩: 2.00

Atoms and positions in Å:
Tm (0.36203, 0.02167, -0.55057)
C (-1.82456, -2.31170, -3.96714)
N (-2.67501, -1.27920, -3.37510)
C (-3.63110, -0.55507, -4.07967)
C (-4.31969, 0.15161, -3.16226)
N (-3.80626, -0.15003, -1.90992)
B (-4.58666, 0.18170, -0.59307)
N (-3.75450, 0.88504, 0.56077)
C (-4.32343, 0.91638, 1.82658)
C (-3.61525, 1.76735, 2.58907)
N (-2.59220, 2.24480, 1.78834)
C (-1.67761, 3.30888, 2.18864)
C (-2.67995, 1.68942, 0.54647)
S (-1.57221, 2.01351, -0.73745)
C (-2.79575, -1.01219, -2.05379)
S (-1.84191, -1.67914, -0.78436)
H (-1.18727, -1.89298, -4.73488)
H (-2.45255, -3.08379, -4.40346)
H (-1.21855, -2.74796, -3.18283)
H (-3.71145, -0.59934, -5.15876)
H (-5.14199, 0.84174, -3.28462)
H (-5.48059, 0.94368, -0.91912)
H (-5.01254, -0.85829, -0.11907)
H (-5.20209, 0.33201, 2.06168)
H (-3.73168, 2.06669, 3.62187)
H (-1.28653, 3.10214, 3.18454)
H (-2.19721, 4.26662, 2.19631)
H (-0.86612, 3.36096, 1.47452)
Cl (3.36899, 3.85638, 0.73203)
C (2.49004, 2.93778, 1.88985)
C (2.62202, 3.23322, 3.23250)
C (1.91931, 2.50818, 4.18018)
Cl (2.11159, 2.91404, 5.85341)
C (1.03660, 1.45431, 3.81263)
C (0.28166, 0.67174, 4.70916)
C (-0.56529, -0.31386, 4.21292)
C (-0.64600, -0.51067, 2.84760)
N (0.06473, 0.21283, 1.97175)
C (0.90002, 1.18059, 2.44192)
C (1.63561, 1.89480, 1.45030)
O (1.47706, 1.55594, 0.20609)
H (3.28134, 4.03479, 3.53743)
H (0.36659, 0.85334, 5.77326)
H (-1.16548, -0.93138, 4.87614)
H (-1.31221, -1.26268, 2.43103)
F (0.96017, 2.46487, -2.34895)
C (0.95983, 2.21046, -3.66133)
F (1.97877, 2.80120, -4.24104)
F (-0.17569, 2.59336, -4.21075)
S (1.10051, 0.38218, -3.86374)
O (0.25902, -0.08210, -2.73545)
O (0.65985, 0.06657, -5.17688)
N (2.60919, 0.00928, -3.64795)
S (3.18927, 0.03436, -2.17133)
O (2.36246, -0.78595, -1.25444)
O (3.60749, 1.32026, -1.72107)
C (4.72199, -0.92319, -2.38125)
F (4.42737, -2.18239, -2.69864)
F (5.34649, -0.86781, -1.21231)
F (5.44683, -0.35338, -3.32913)
C (3.24645, -1.33754, 1.71813)
C (2.24788, -2.46919, 1.71457)
O (1.12317, -2.24547, 0.84255)
C (0.54935, -3.51609, 0.47293)
C (1.14313, -4.03578, -0.81490)
H (3.98948, -1.52797, 2.49776)
H (2.77569, -0.37923, 1.93803)
H (3.76281, -1.26042, 0.76349)
H (1.85597, -2.63842, 2.71690)
H (2.74886, -3.38587, 1.39698)
H (-0.51022, -3.38423, 0.36822)
H (0.71142, -4.21329, 1.29581)
H (1.01798, -3.29952, -1.60796)
H (0.62962, -4.95552, -1.11553)
H (2.21092, -4.25304, -0.71363)

***

(2)
One molecule with the formula C4H9N3S. Source: OMol25; level of theory: the ωB97M-V functional and the def2-TZVPD basis.

Values from the calculation:
HOMO-LUMO gap: 9.65 eV
E_tot: -720.14146 Ha
E_LUMO: 0.67 eV
relative energy (zero: lowest compared OMol25 entry of this formula, charge and spin): 82.77 kcal per mole

Atoms and positions in Å:
H (1.42474, 0.05835, -2.46873)
N (0.76815, -0.72038, -2.11610)
C (0.31988, -0.74414, -0.87882)
C (-0.18411, -2.11595, -0.41262)
N (0.38886, 0.27561, 0.13993)
C (0.22676, -0.18601, 1.60291)
N (0.30484, 0.75590, 2.58257)
H (-0.00927, 0.40282, 3.36935)
S (1.05235, 1.83234, -0.09332)
C (-0.73412, 2.24520, -0.53358)
H (-1.30136, -2.31776, -0.33695)
H (0.28340, -2.81006, -1.15472)
H (0.60112, -2.37915, 0.38928)
H (-0.01184, -1.17396, 1.84404)
H (-1.06494, 1.65542, -1.42946)
H (-0.69293, 3.39099, -0.77749)
H (-1.37152, 1.83078, 0.27370)

***

(3)
One molecule with the formula C5H10O2. Source: OMol25; level of theory: the ωB97M-V functional and the def2-TZVPD basis.

Values from the calculation:
HOMO-LUMO gap: 10.60 eV
E_tot: -346.91396 Ha
E_LUMO: 0.93 eV
relative energy (zero: lowest compared OMol25 entry of this formula, charge and spin): 69.95 kcal per mole

Atoms and positions in Å:
C (-0.50240, -1.89043, -1.19994)
O (0.22912, -0.75338, -0.77347)
C (-0.17149, 0.61730, -0.81145)
C (-1.19998, 1.28008, 0.08971)
C (0.27478, 1.39989, 0.39944)
C (0.75707, 0.47527, 1.53439)
O (1.80401, -0.37009, 1.13953)
H (-0.04693, -2.32533, -2.10172)
H (-1.54628, -1.64691, -1.39136)
H (-0.45252, -2.66334, -0.41638)
H (-0.05247, 1.03008, -1.81238)
H (-1.77214, 2.12375, -0.30534)
H (-1.76796, 0.68465, 0.79788)
H (0.79488, 2.35714, 0.28893)
H (1.08751, 1.04949, 2.40858)
H (-0.11850, -0.11834, 1.84578)
H (1.40220, -0.84074, 0.37575)

***

(4)
One molecule with the formula C4H5ClOS. Source: OMol25; level of theory: the ωB97M-V functional and the def2-TZVPD basis.

Values from the calculation:
HOMO-LUMO gap: 7.97 eV
E_tot: -1088.93360 Ha
E_LUMO: -0.68 eV
relative energy (zero: lowest compared OMol25 entry of this formula, charge and spin): 53.39 kcal per mole

Atoms and positions in Å:
C (-0.57098, 0.63630, 1.98206)
O (0.19283, 0.33790, 0.88614)
C (-0.40402, 0.04905, -0.27664)
C (0.01353, -0.42501, -1.48301)
Cl (-1.15052, -0.60738, -2.75689)
C (1.43828, -0.64952, -1.71618)
S (2.17143, -1.49075, -2.91552)
H (0.16058, 1.19786, 2.81750)
H (-0.99443, -0.33808, 2.42719)
H (-1.42459, 1.43945, 1.91520)
H (-1.49200, -0.01581, 0.02523)
H (2.05989, -0.13401, -0.90509)

***

(5)
C29H37BrN7O3ReS2 as an isolated structure. Source: OMol25; level of theory: the ωB97M-V functional and the def2-TZVPD basis.

Values from the calculation:
charge: +3
multiplicity: 4
HOMO-LUMO gap (spin up / spin down): 6.01 / 3.98 eV
E_tot: -5184.08174 Ha
E_LUMO (spin up / spin down): -8.51 / -10.53 eV
relative energy (zero: lowest compared OMol25 entry of this formula, charge and spin): 25.03 kcal per mole
⟨S²⟩: 3.77

Atoms and positions in Å:
Re (0.19571, 1.43070, 0.84082)
C (-2.75372, 2.05112, 0.15844)
N (-1.88621, 0.81971, 0.23843)
C (-2.40062, -0.10214, 1.29978)
C (-1.86804, 0.25087, 2.64616)
C (-2.44843, -0.22010, 3.80562)
C (-1.90453, 0.14052, 5.02746)
C (-0.81425, 1.00246, 5.05460)
C (-0.27695, 1.43208, 3.86722)
N (-0.77612, 1.04162, 2.67052)
C (-2.00726, 0.06817, -1.05515)
C (-1.61933, 0.91788, -2.23109)
C (-2.01011, 0.58466, -3.51961)
C (-1.59661, 1.39674, -4.56149)
C (-0.82973, 2.52039, -4.27808)
C (-0.49832, 2.77670, -2.96198)
N (-0.88132, 1.98686, -1.95246)
C (-2.09623, 3.31029, 0.63806)
C (-2.80059, 4.49698, 0.73146)
C (-2.16709, 5.63095, 1.21028)
C (-0.84082, 5.54602, 1.62831)
C (-0.19358, 4.34193, 1.51299)
N (-0.80050, 3.25033, 0.98893)
H (-3.66299, 1.88282, 0.73736)
H (-3.05832, 2.20239, -0.87521)
H (-2.11601, -1.12631, 1.04959)
H (-3.49138, -0.06727, 1.31262)
H (-3.32217, -0.85514, 3.74769)
H (-2.33563, -0.23154, 5.94739)
H (-0.37421, 1.33032, 5.98513)
H (0.56800, 2.10370, 3.85136)
H (-3.04697, -0.25724, -1.15565)
H (-1.38893, -0.83041, -0.97976)
H (-2.62672, -0.28649, -3.69965)
H (-1.87468, 1.16312, -5.58045)
H (-0.50656, 3.19076, -5.06180)
H (0.09044, 3.64835, -2.69881)
H (-3.84211, 4.52584, 0.43886)
H (-2.70423, 6.56802, 1.27564)
H (-0.32237, 6.39655, 2.04713)
H (0.82604, 4.21226, 1.85645)
C (4.02226, 0.13924, 1.66748)
S (2.33172, 0.32881, 2.12290)
O (2.10288, -0.17975, 3.42515)
O (1.43394, -0.26203, 1.05620)
O (1.94417, 1.80725, 1.94199)
H (4.53522, -0.27322, 2.53314)
H (4.42683, 1.11519, 1.40625)
H (4.07352, -0.54448, 0.82153)
C (-0.36391, -6.49676, -1.91023)
N (-0.28108, -5.04665, -1.73002)
C (-1.00254, -4.29627, -2.74440)
C (0.11349, -4.48490, -0.57358)
S (-0.65663, -3.07058, 0.02450)
N (1.10111, -5.08471, 0.10172)
C (2.10758, -5.92530, -0.54161)
C (1.36368, -4.82739, 1.50974)
H (-1.38642, -6.74204, -2.19984)
H (-0.14758, -7.01359, -0.97993)
H (0.30791, -6.85070, -2.69264)
H (-0.72491, -4.69162, -3.72155)
H (-0.73829, -3.24411, -2.69348)
H (-2.08363, -4.39547, -2.62005)
H (2.09895, -5.77432, -1.61782)
H (1.96410, -6.98301, -0.31920)
H (3.08479, -5.63102, -0.15775)
H (0.50962, -4.34722, 1.97272)
H (2.24119, -4.18462, 1.62449)
H (1.56290, -5.77586, 2.00900)
Br (1.34188, -0.56873, -2.06338)
C (2.21118, 1.03872, -1.64474)
C (3.36803, 1.33726, -2.34943)
C (3.98585, 2.55738, -2.15592)
C (3.40892, 3.46776, -1.28037)
C (2.26817, 3.09948, -0.61273)
N (1.66624, 1.89532, -0.75517)
H (3.75205, 0.62001, -3.06054)
H (4.88876, 2.80420, -2.69887)
H (3.83989, 4.44455, -1.11368)
H (1.79155, 3.79471, 0.06300)